No. 1
# C33H25N5O2STi

C33H25N5O2STi as an isolated structure in a non-equilibrium geometry (ωB97M-V/def2-TZVPD, the Open Molecules 2025 dataset).

The HOMO energy is -12.84 eV. The value obtained for the lowest unoccupied orbital energy is -0.2461 Ha. The gap between HOMO and LUMO comes out at 6.1 eV. The net charge is +2. Its spin multiplicity is 1. The energy above the lowest of the compared OMol25 structures with the same formula, charge and spin comes out at 129.52 kJ/mol.

```
67
C33H25N5O2STi ωB97M-V/def2-TZVPD
Ti 0.22622 -0.85247 0.03693
C 3.19894 -0.64833 3.25239
C 2.35466 -0.25349 2.21486
N 1.76922 -1.11861 1.39850
C 1.91725 -2.45462 1.64015
C 2.69524 -2.93863 2.71889
C 3.37441 -1.98603 3.50495
C 2.72051 -4.32392 2.97816
C 1.92915 -5.15616 2.23886
C 1.16852 -4.68015 1.15841
C 1.20411 -3.35073 0.78595
N 0.57319 -2.70957 -0.27284
C 0.04504 -3.30896 -1.40328
C 0.12283 -4.61835 -1.83397
C -0.55325 -5.03877 -2.99228
C -1.27602 -4.17372 -3.76457
C -1.25955 -2.79850 -3.45224
C -1.80221 -1.79913 -4.28124
C -1.57098 -0.47717 -3.98116
C -0.86560 -0.15214 -2.82342
N -0.43811 -1.05945 -1.95759
C -0.59499 -2.37601 -2.27467
H 3.69179 0.10813 3.84452
H 2.15681 0.80002 2.05716
H 4.00904 -2.32060 4.31512
H 3.32990 -4.70152 3.78664
H 1.87521 -6.20799 2.48040
H 0.52036 -5.37832 0.65428
H 0.71918 -5.34540 -1.30773
H -0.49191 -6.08116 -3.27077
H -1.81297 -4.51612 -4.63738
H -2.35098 -2.07758 -5.17123
H -1.91333 0.31241 -4.63381
H -0.62540 0.87861 -2.60674
S -0.78060 -0.07114 4.03507
C -0.90038 -0.59769 2.56945
N -0.99318 -1.02972 1.44876
C -1.51910 4.96924 2.19510
O -1.34657 4.03274 1.12984
C -2.34266 3.16932 0.85746
C -3.40063 2.87618 1.71153
C -4.41068 2.01833 1.31301
C -4.38093 1.41484 0.06403
C -3.35342 1.71654 -0.81035
C -2.35053 2.60267 -0.43265
N -1.53708 3.21770 -1.42480
C -0.30391 3.67221 -1.38879
C 0.93513 3.24071 -0.81218
C 1.94063 4.24098 -0.86233
C 3.24938 3.99306 -0.56489
C 3.64402 2.68926 -0.29270
C 2.71719 1.67606 -0.25228
C 1.34258 1.91004 -0.42063
O 0.55204 0.84974 -0.29420
H -0.69902 5.67519 2.09709
H -1.46413 4.48324 3.17006
H -2.46710 5.50244 2.10753
H -3.44986 3.33739 2.68746
H -5.24036 1.82684 1.97861
H -5.17563 0.75142 -0.24466
H -3.38127 1.32762 -1.82022
H -2.11326 3.63980 -2.14536
H -0.16143 4.52316 -2.04992
H 1.64459 5.24378 -1.14122
H 3.97944 4.78850 -0.57272
H 4.69022 2.46320 -0.14119
H 3.03019 0.65081 -0.09517
```

---

No. 2
# C33H25N5O4ReS

C33H25N5O4ReS as an isolated structure in a non-equilibrium geometry (ωB97M-V/def2-TZVPD, the Open Molecules 2025 dataset).

The HOMO energy (alpha / beta) is -7.46 / -7.66 eV. The value obtained for the lowest unoccupied orbital energy (alpha / beta) is -0.0461 / -0.0635 Ha. The gap between HOMO and LUMO (alpha / beta) comes out at 6.2 / 5.9 eV. The expectation value of S² is 3.783. Its spin multiplicity is 4. The energy above the lowest of the compared OMol25 structures with the same formula, charge and spin comes out at 103.40 kJ/mol.

```
69
C33H25N5O4ReS ωB97M-V/def2-TZVPD
Re -0.20466 -0.17592 0.21988
O -3.00532 -3.06958 -2.59604
C -2.66366 -4.19225 -1.96020
C -3.28611 -5.39028 -2.32704
C -2.93304 -6.57574 -1.72063
C -1.93037 -6.61039 -0.75516
C -1.33814 -5.43731 -0.35314
C -1.71748 -4.21731 -0.91658
C -1.20486 -2.97173 -0.35037
O -1.53170 -1.84622 -0.81975
N -0.46696 -3.10126 0.75786
N 0.00459 -1.98323 1.22767
C 0.50372 -1.93925 2.43920
C 0.86077 -0.66002 2.92236
C 1.16582 -0.40125 4.26720
C 1.36294 0.89193 4.68498
C 1.33648 1.91003 3.72881
C 1.04754 1.59323 2.42099
N 0.76220 0.35425 2.01270
H -2.51384 -2.31880 -2.18775
H -4.06256 -5.35230 -3.07547
H -3.44738 -7.48884 -1.98459
H -1.63954 -7.54474 -0.30012
H -0.58677 -5.42128 0.41856
H 0.57092 -2.83490 3.03902
H 1.19461 -1.23063 4.95482
H 1.52728 1.12006 5.72736
H 1.51255 2.93513 4.00796
H 1.03785 2.36047 1.65931
O -1.90208 0.03845 1.51577
C -2.28884 1.08524 2.14126
C -3.07299 0.91652 3.31241
C -3.57440 1.98646 3.99866
C -3.30752 3.29016 3.56869
C -2.53981 3.49516 2.45281
C -2.01288 2.42581 1.70966
C -1.34015 2.70512 0.49074
N -0.71982 1.84344 -0.27450
N -0.34333 2.31704 -1.47419
C -0.23726 1.37652 -2.40374
O -0.44203 0.15713 -2.16927
C 0.09111 1.83974 -3.76564
C 0.13376 0.92177 -4.81116
C 0.46256 1.34262 -6.08612
C 0.75568 2.67436 -6.33020
C 0.69894 3.59245 -5.29278
C 0.36802 3.18263 -4.01467
H -3.25924 -0.09466 3.64007
H -4.17390 1.82941 4.88347
H -3.70581 4.12731 4.11576
H -2.32736 4.49651 2.11206
H -1.40709 3.72515 0.11237
H -0.09492 -0.11407 -4.61478
H 0.49557 0.62780 -6.89355
H 1.03052 2.99752 -7.32453
H 0.91492 4.63493 -5.48166
H 0.31244 3.88799 -3.20154
S 1.88124 -0.80592 -0.86691
C 3.21731 0.03413 -0.08247
C 4.27291 -0.67284 0.48662
C 5.34248 0.01743 1.02459
C 5.37981 1.40110 0.98559
C 4.33440 2.10165 0.40405
C 3.25583 1.42494 -0.12838
H 4.25065 -1.75241 0.49980
H 6.15781 -0.52458 1.47860
H 6.22569 1.93023 1.39472
H 4.36707 3.17885 0.35842
H 2.44582 1.95708 -0.61185
```

---

No. 3
# C33H25N8O2Rb

C33H25N8O2Rb as an isolated structure in a non-equilibrium geometry (ωB97M-V/def2-TZVPD, the Open Molecules 2025 dataset).

The HOMO energy (alpha / beta) is -0.79 / -0.28 eV. The value obtained for the lowest unoccupied orbital energy (alpha / beta) is 0.1448 / 0.1450 Ha. The gap between HOMO and LUMO (alpha / beta) comes out at 4.7 / 4.2 eV. The net charge is -2. Its spin multiplicity is 1. The energy above the lowest of the compared OMol25 structures with the same formula, charge and spin comes out at 40.33 kJ/mol.

```
69
C33H25N8O2Rb ωB97M-V/def2-TZVPD
Rb -4.98291 -13.28890 13.97391
O -3.24110 -9.63375 10.73184
C -3.44289 -10.64103 11.46208
N -4.59543 -11.28096 11.70009
C -5.74547 -10.93033 11.04738
C -5.89836 -9.70141 10.34030
C -7.08202 -9.32306 9.80394
C -8.14574 -10.21296 9.79786
C -8.05139 -11.37084 10.50960
C -6.85377 -11.81171 11.14293
N -6.79074 -12.98378 11.83648
C -7.78904 -13.89127 11.76080
O -8.85103 -13.81109 11.11739
C -7.67611 -15.21771 12.53899
C -8.76056 -16.12303 12.37345
C -8.78886 -17.30361 13.04879
C -7.82363 -17.56871 13.99034
C -6.81671 -16.62882 14.16036
N -6.72766 -15.50650 13.40298
C -2.26273 -11.11709 12.33481
C -1.03488 -10.43345 12.07387
C 0.08980 -10.61335 12.88242
C 0.11097 -11.62701 13.81742
C -1.20863 -12.20689 14.27301
N -2.33905 -11.98371 13.29172
H -5.02505 -9.03962 10.28972
H -7.15726 -8.33946 9.28878
H -9.04435 -9.99366 9.24332
H -8.87823 -12.07864 10.57455
H -9.50864 -15.83565 11.65062
H -9.63752 -17.97685 12.82501
H -7.82730 -18.51608 14.51337
H -6.03068 -16.74123 14.91009
H -1.07135 -9.74436 11.24383
H 0.95190 -9.96955 12.69035
H 1.03515 -11.97999 14.26207
H -1.14456 -13.30702 14.27021
C -3.62891 -18.51981 15.35649
C -3.42845 -17.93136 16.61063
C -2.83085 -16.66273 16.70777
C -2.55369 -15.97550 15.53709
C -2.67808 -16.58716 14.28343
C -3.23303 -17.84415 14.21577
N -2.22059 -14.64744 15.57807
N -2.14274 -14.17499 16.74485
C -2.06342 -12.78695 16.75149
C -2.67602 -12.26661 17.88890
C -3.08042 -10.96637 17.93415
C -2.32098 -10.02702 17.20106
C -1.45382 -10.55383 16.21274
C -1.62383 -11.83653 15.69753
H -4.09748 -19.50454 15.24410
H -3.70874 -18.47878 17.53462
H -2.69824 -16.13546 17.65169
H -2.36370 -16.09248 13.36129
H -3.36294 -18.33194 13.27037
H -2.84145 -13.00698 18.70620
H -3.90328 -10.63196 18.55975
H -2.32240 -8.95266 17.42724
H -0.64661 -9.93695 15.75753
N -8.88098 -11.51131 15.64959
C -9.78679 -12.17617 16.40962
C -9.07119 -12.88620 17.35322
C -7.69895 -12.59325 17.10519
N -7.60310 -11.76902 16.04702
H -9.06939 -10.97394 14.80757
H -10.84267 -12.08322 16.24941
H -9.47611 -13.54802 18.12533
H -6.82227 -12.95344 17.61705
```

---

Among the records above, which one has the highest spin multiplicity? C33H25N5O4ReS